A molecular structure, C19H21Cl2NO4Y, computed with ωB97M-V/def2-TZVPD.

```
48
Properties=species:S:1:pos:R:3:forces:R:3
Y -0.119686 0.330982 0.239498 -0.88 0.71 0.63
Cl -2.191114 -5.337115 4.668592 0.05 0.14 -0.13
C -1.668516 -3.877892 3.891194 -0.05 -0.14 0.17
C -1.331665 -2.774585 4.678408 0.00 0.04 0.18
C -0.902726 -1.591601 4.118298 -0.04 -0.17 0.51
Cl -0.497623 -0.278906 5.163649 0.01 0.02 -0.21
C -0.782411 -1.456181 2.733126 0.22 0.62 -0.60
O -0.341555 -0.346467 2.182346 -0.38 -0.76 1.10
C -1.156086 -2.572433 1.943286 -0.20 -0.70 -0.49
C -1.170689 -2.593302 0.506030 0.11 0.29 0.42
O -0.940187 -1.632213 -0.256460 -0.22 -0.60 -0.04
C -1.582275 -3.785241 2.532636 0.02 0.05 0.09
H -1.402517 -2.845769 5.756471 0.00 -0.02 -0.03
H -1.419203 -3.550496 0.039916 -0.07 -0.04 -0.01
H -1.845283 -4.630566 1.908342 0.01 0.05 0.01
O 1.420592 1.575873 -0.972575 -0.35 -0.86 0.17
O 1.619480 0.111617 -0.715321 1.81 0.71 -1.51
C 2.846149 1.695368 -3.506089 -0.09 0.06 0.01
C 1.584420 2.437964 -3.195266 0.07 -0.10 0.04
C 1.217741 3.585146 -3.749799 -0.50 0.45 -0.01
C -0.034952 4.281180 -3.386504 0.75 0.29 -0.69
C -0.281645 5.593215 -4.087953 -0.06 -0.11 0.09
C -0.913196 3.809165 -2.484784 0.07 -0.67 0.40
C -0.639501 2.554535 -1.803427 0.18 0.67 -0.51
C 0.666807 1.806518 -2.200078 0.09 -0.07 0.32
N -1.298593 1.961020 -0.875717 -0.47 0.20 0.31
C -2.478989 2.381492 -0.058668 0.25 -0.16 -0.16
C -3.282510 1.099633 0.214491 -0.05 0.09 -0.17
C -1.911684 2.925154 1.259852 -0.01 0.17 -0.08
C -3.414642 3.405941 -0.683815 -0.12 0.11 -0.03
H 3.435394 2.226586 -4.250932 -0.02 0.00 0.01
H 2.620842 0.695561 -3.885382 0.00 0.01 0.02
H 3.445844 1.566547 -2.604222 -0.02 -0.01 0.00
H 1.842253 4.055706 -4.499421 0.00 0.00 0.03
H 0.533216 5.851754 -4.759575 0.00 -0.02 0.01
H -0.394583 6.403147 -3.365979 -0.04 -0.03 0.02
H -1.200903 5.543560 -4.674324 0.00 0.00 0.03
H -1.795026 4.382528 -2.254978 0.00 -0.05 0.02
H 0.385342 0.828658 -2.601374 -0.06 -0.09 0.00
H -2.707623 0.271174 0.644626 0.10 0.08 0.07
H -3.730087 0.732570 -0.709755 -0.05 -0.01 0.03
H -4.070797 1.317238 0.934090 -0.05 -0.03 -0.05
H -1.241799 2.231281 1.782321 -0.04 -0.10 -0.01
H -2.723346 3.129278 1.959135 0.01 0.05 -0.03
H -1.359119 3.848381 1.080752 0.00 0.00 0.04
H -3.668731 3.147895 -1.713175 0.01 -0.03 0.04
H -3.003126 4.414295 -0.656729 0.00 -0.04 0.01
H -4.341491 3.425506 -0.108454 0.02 0.01 -0.02
```
Positions in Å, forces in eV/Å.

Results
ΔE to the lowest compared entry with this formula, charge and spin	5.05	kcal/mol
gap between HOMO and LUMO	7.501	eV
E_HOMO	-11.419	eV
multiplicity	1
total charge	+1

Here is what Mulliken gives for the atomic charges, in e:
1. Y 1.444
2. Cl -0.187
3. C 0.035
4. C -0.505
5. C 0.133
6. Cl -0.181
7. C 0.405
8. O -0.752
9. C 1.103
10. C -0.052
11. O -0.689
12. C -1.073
13. H 0.454
14. H 0.367
15. H 0.407
16. O -0.425
17. O -0.507
18. C -1.541
19. C -0.058
20. C -0.674
21. C 0.848
22. C -1.576
23. C -0.710
24. C 0.614
25. C 1.015
26. N -0.204
27. C 1.627
28. C -1.499
29. C -1.480
30. C -2.176
31. H 0.433
32. H 0.324
33. H 0.314
34. H 0.296
35. H 0.380
36. H 0.369
37. H 0.357
38. H 0.372
39. H 0.227
40. H 0.297
41. H 0.386
42. H 0.490
43. H 0.372
44. H 0.456
45. H 0.344
46. H 0.469
47. H 0.436
48. H 0.515